(1)
C31H36LuN4S | ωB97M-V/def2-TZVPD

```
73
Properties=species:S:1:pos:R:3
Lu -0.369 0.108 0.906
N -1.314 -2.040 2.741
N -0.187 -2.005 -0.636
C 1.322 1.854 0.222
C 2.159 0.721 0.531
C 1.960 0.350 1.880
C 2.601 -0.776 2.619
H 3.105 -1.451 1.937
H 1.850 -1.347 3.167
H 3.319 -0.418 3.364
C 1.036 1.335 2.466
C 0.460 1.272 3.809
H 0.877 1.889 4.595
H 0.640 0.260 4.155
H -0.671 1.472 3.668
C 0.601 2.225 1.416
C -0.501 3.228 1.522
H -1.318 2.927 2.182
H -0.952 3.451 0.557
H -0.094 4.155 1.924
C 3.137 0.077 -0.381
H 4.130 0.021 0.072
H 3.233 0.622 -1.315
H 2.855 -0.946 -0.637
C 1.263 2.602 -1.062
H 0.234 2.760 -1.404
H 1.776 2.062 -1.854
H 1.735 3.585 -0.953
C -2.186 -2.452 3.672
H -2.415 -1.782 4.514
C -2.767 -3.690 3.571
H -3.473 -3.921 4.383
C -2.440 -4.452 2.445
H -2.947 -5.408 2.356
C -1.525 -4.022 1.485
H -1.245 -4.614 0.603
C -0.895 -2.782 1.649
C 0.092 -2.201 0.759
H 1.170 -2.311 0.960
C -0.182 -0.736 -1.175
C -0.486 -2.926 -1.681
H -0.549 -3.981 -1.462
C -0.595 -2.207 -2.809
H -0.781 -2.530 -3.810
N -0.414 -0.874 -2.483
C -0.375 0.245 -3.362
C 0.853 0.591 -3.934
C 0.912 1.727 -4.757
H 1.855 1.982 -5.257
C -0.219 2.523 -4.974
C -0.164 3.713 -5.896
H -0.200 4.655 -5.334
H -1.016 3.709 -6.585
H 0.760 3.701 -6.481
C -1.406 2.199 -4.305
H -2.294 2.822 -4.461
C -1.490 1.076 -3.469
C -2.759 0.769 -2.734
H -3.200 -0.183 -3.062
H -3.499 1.555 -2.936
H -2.630 0.724 -1.640
C 2.088 -0.226 -3.703
H 2.231 -0.964 -4.507
H 2.058 -0.775 -2.756
H 2.985 0.414 -3.693
S -1.762 0.024 5.145
C -0.410 -1.229 5.510
C 0.313 -1.769 4.562
N -0.682 -0.871 2.932
C -1.505 0.145 3.431
H -0.375 -1.512 6.587
H 0.949 -2.632 4.567
H -2.268 0.483 2.650
```

The frontier orbital gap (alpha / beta) is 2.998 / 2.999 eV. The net charge is -1. The value obtained for the energy above the lowest of the compared OMol25 structures with the same formula, charge and spin is 211.96 kcal per mole. Its LUMO energy (alpha / beta) is 2.24 / 2.24 eV. The total energy is -3055.22440 a.u.


(2)
C52H50AsN3OP2S4SiTl | ωB97M-V/def2-TZVPD

```
115
Properties=species:S:1:pos:R:3
Tl -0.054 -0.797 0.100
S 2.811 0.592 1.598
P -1.438 1.288 2.659
C -1.575 0.232 1.289
P -2.869 -0.943 1.354
S -2.315 -2.781 0.872
C -4.248 -0.414 0.260
C -4.586 0.935 0.195
C -5.652 1.361 -0.582
C -6.373 0.440 -1.334
C -6.022 -0.903 -1.297
C -4.970 -1.329 -0.496
C -3.705 -0.951 2.991
C -3.526 -2.050 3.823
C -4.103 -2.083 5.087
C -4.872 -1.019 5.528
C -5.065 0.080 4.699
C -4.482 0.115 3.443
C -0.171 0.730 3.863
C -0.015 1.405 5.077
C 0.848 0.932 6.053
C 1.558 -0.245 5.846
C 1.385 -0.945 4.661
C 0.520 -0.464 3.686
C -0.852 2.934 2.096
C 0.068 3.735 2.769
C 0.221 5.078 2.444
C -0.521 5.646 1.420
C -1.397 4.843 0.698
C -1.557 3.508 1.032
H -3.987 1.655 0.743
H -5.921 2.411 -0.605
H -7.204 0.769 -1.947
H -6.572 -1.623 -1.891
H -4.684 -2.373 -0.464
H -2.932 -2.882 3.467
H -3.949 -2.945 5.724
H -5.322 -1.042 6.513
H -5.663 0.917 5.036
H -4.636 0.982 2.816
H -0.590 2.306 5.265
H 0.957 1.475 6.984
H 2.230 -0.618 6.609
H 1.925 -1.868 4.486
H 0.383 -1.027 2.770
H 0.674 3.314 3.560
H 0.934 5.682 2.995
H -0.403 6.694 1.170
H -1.961 5.264 -0.127
H -2.238 2.882 0.465
S -0.863 -1.848 -2.102
C -0.062 -1.345 -3.600
C -0.715 -1.933 -4.709
C -0.280 -1.804 -6.006
C 0.873 -1.071 -6.260
C 1.516 -0.478 -5.196
C 1.068 -0.554 -3.862
As 2.481 0.458 -2.875
C 2.186 2.149 -3.843
C 0.956 2.543 -4.362
C 0.815 3.784 -4.967
C 1.901 4.644 -5.066
C 3.132 4.256 -4.558
C 3.270 3.014 -3.951
C 2.214 1.298 -1.105
C 3.282 1.005 -0.117
C 3.640 2.074 0.876
C 2.879 3.315 0.830
C 1.822 3.437 0.017
C 1.495 2.429 -0.965
H -1.596 -2.529 -4.501
H -0.826 -2.284 -6.809
H 1.266 -0.962 -7.262
H 2.417 0.087 -5.413
H 0.102 1.884 -4.273
H -0.151 4.081 -5.355
H 1.788 5.612 -5.539
H 3.986 4.918 -4.633
H 4.235 2.718 -3.551
H 4.083 0.360 -0.458
H 4.673 2.135 1.197
H 3.183 4.130 1.476
H 1.240 4.346 0.021
H 0.711 2.659 -1.671
C 4.409 -6.544 -0.442
Si 4.167 -4.677 -0.519
C 3.833 -4.249 -2.309
C 5.750 -3.848 0.054
C 2.786 -4.242 0.685
C 2.543 -5.065 1.775
C 1.509 -4.801 2.672
C 0.720 -3.696 2.427
N 0.953 -2.858 1.421
C 1.962 -3.095 0.573
S 2.209 -1.894 -0.646
H 5.204 -6.838 -1.131
H 3.496 -7.066 -0.740
H 4.690 -6.899 0.552
H 4.534 -4.807 -2.937
H 3.955 -3.185 -2.506
H 2.816 -4.517 -2.604
H 6.600 -4.144 -0.567
H 5.974 -4.112 1.090
H 5.648 -2.762 -0.001
H 3.154 -5.948 1.928
H 1.307 -5.447 3.515
H -0.143 -3.460 3.041
N -3.001 0.453 -2.732
C -2.364 1.603 -2.441
N -3.109 2.768 -2.607
O -1.201 1.643 -2.069
H -3.937 0.433 -3.090
H -2.478 -0.410 -2.598
H -4.105 2.683 -2.471
H -2.690 3.553 -2.135
```

The frontier orbital gap is 6.854 eV. The net charge is -1. The value obtained for the energy above the lowest of the compared OMol25 structures with the same formula, charge and spin is 108.11 kcal per mole. Its LUMO energy is 2.39 eV. The total energy is -7224.35831 a.u.


(3)
H12O6 | ωB97M-V/def2-TZVPD

```
18
Properties=species:S:1:pos:R:3
O 0.234 -2.699 0.570
H 0.608 -3.233 -0.131
H 0.492 -1.803 0.352
O 2.877 3.230 1.062
H 2.640 2.355 0.757
H 3.696 3.429 0.608
O -2.853 -2.034 -0.841
H -2.747 -1.310 -0.224
H -3.759 -1.961 -1.143
O -2.681 0.656 -0.227
H -3.078 0.830 -1.081
H -2.686 1.503 0.217
O 0.127 0.442 0.269
H -0.828 0.508 0.250
H 0.427 1.337 0.423
O 2.600 -0.791 -0.220
H 3.180 -0.031 -0.170
H 1.751 -0.428 -0.471
```

The frontier orbital gap (alpha / beta) is 11.181 / 3.291 eV. The net charge is +1. The value obtained for the energy above the lowest of the compared OMol25 structures with the same formula, charge and spin is 38.78 kcal per mole. Its LUMO energy (alpha / beta) is -3.39 / -11.28 eV. The total energy is -458.20982 a.u. The spin multiplicity is 2.